[1]
47
Properties=species:S:1:pos:R:3:forces:R:3 method="wB97M-V/def2-TZVPD" homo_energy_ha=-0.3563 orbital_gap_ev=8.3 smiles="CC(=O)OCCCC[C@@H]1OC(=O)O[C@@H]1CC(=O)F.O=C1C=C(O)C(=O)C=C1O" energy_ev=-41129.7656 spin_multiplicity=1 total_charge=0
C -0.448657 4.857782 -0.042344 -0.453 0.317 -0.568
C -1.797663 4.403247 -0.511072 0.011 0.366 0.816
O -2.689284 4.121339 0.242831 -0.197 -0.350 -0.183
O -1.892370 4.387923 -1.849817 0.283 -0.363 -0.065
C -2.856215 3.500234 -2.399382 -0.541 -0.248 -0.743
C -2.227149 2.240181 -2.973361 0.258 0.265 0.600
C -1.190161 1.578850 -2.057152 -0.394 -0.368 -0.430
C -1.680883 0.229537 -1.544617 0.502 0.372 -0.241
C -0.937677 -0.224766 -0.306434 -0.783 -0.052 -0.026
O 0.364656 -0.740426 -0.602594 0.144 -0.041 -0.777
C 0.135683 -1.986956 -1.103406 1.109 -0.667 -0.740
O 0.902822 -2.599127 -1.802058 -1.034 0.694 1.003
O -1.082696 -2.430054 -0.697415 0.060 -0.260 -0.047
C -1.521474 -1.479872 0.283173 0.143 -0.156 0.803
C -2.988075 -1.533368 0.645576 0.016 0.022 -0.549
C -3.302889 -0.302059 1.433418 -1.394 1.740 -1.216
O -3.875587 0.674883 1.016415 1.023 -1.619 0.957
F -2.845699 -0.361490 2.682875 0.148 0.037 0.376
H 0.283362 4.098106 -0.268846 0.332 -0.178 -0.019
H -0.496375 5.079599 1.002743 0.055 -0.071 0.588
H -0.201950 5.761036 -0.580109 0.321 0.234 -0.230
H -3.334853 4.025417 -3.211078 -0.180 0.344 -0.224
H -3.639821 3.231538 -1.706173 0.058 0.190 0.609
H -3.045855 1.550466 -3.119203 -0.314 -0.262 -0.255
H -1.808975 2.444921 -3.944618 0.255 0.136 -0.350
H -0.303890 1.406040 -2.644925 0.556 0.015 -0.009
H -0.905071 2.207561 -1.225943 0.007 0.293 0.207
H -1.561389 -0.477219 -2.354449 -0.039 -0.459 -0.153
H -2.737561 0.271451 -1.331323 -0.407 0.155 0.276
H -0.887409 0.621601 0.359407 0.417 0.057 0.561
H -0.995869 -1.735152 1.198896 0.357 0.161 0.194
H -3.633280 -1.532920 -0.217531 -0.168 -0.013 -0.337
H -3.173875 -2.418097 1.232240 -0.108 -0.315 0.223
O 2.770739 -2.141108 4.124355 -0.254 -0.009 0.012
C 3.392063 -2.429210 3.119240 0.493 0.033 0.107
C 4.845297 -2.433761 3.036397 -0.164 0.036 0.128
C 5.447552 -2.750513 1.882018 0.106 0.106 0.342
O 6.765821 -2.774363 1.738996 -0.028 -0.031 -0.120
C 4.665679 -3.102729 0.646873 -0.495 -0.002 -0.029
O 5.283981 -3.358091 -0.366240 0.257 -0.016 0.024
C 3.213620 -3.117775 0.741720 0.083 -0.120 -0.303
C 2.616817 -2.806850 1.894761 -0.139 -0.115 -0.389
O 1.289207 -2.813481 2.028235 -0.030 0.108 0.227
H 5.399494 -2.176032 3.927536 0.026 0.004 -0.010
H 6.930643 -3.027753 0.811814 0.032 -0.018 -0.093
H 2.646116 -3.386647 -0.139349 0.027 0.037 -0.042
H 1.109098 -2.551892 2.949921 0.044 0.012 0.096

***

[2]
54
Properties=species:S:1:pos:R:3:forces:R:3 method="wB97M-V/def2-TZVPD" homo_energy_ha=-0.3945 orbital_gap_ev=6.9 relative_energy_ev=1.1157 energy_ev=-120668.0692 spin_multiplicity=1 total_charge=+1
Au -0.599849 0.840919 0.438878 -0.557 0.253 0.002
Cl 2.679247 2.111092 0.116803 0.100 -0.073 0.051
C 1.343888 3.222943 -0.018777 -0.136 0.037 0.046
C 0.053141 2.744921 0.135467 -0.292 -0.069 -0.009
C -0.982157 3.678608 -0.013889 0.155 -0.109 -0.012
Cl -2.633359 3.119753 0.095424 0.040 0.303 -0.008
C -0.747293 5.024068 -0.271051 -0.011 -0.051 0.021
Cl -2.046486 6.133899 -0.430246 -0.002 0.014 -0.006
C 0.569995 5.467292 -0.402172 -0.028 0.028 -0.003
Cl 0.888759 7.123935 -0.712918 0.012 0.004 -0.006
C 1.621233 4.563541 -0.285167 0.116 -0.032 0.015
Cl 3.242155 5.108041 -0.466983 -0.007 -0.012 0.006
C -0.046878 -3.642942 -3.521675 0.012 0.020 -0.028
N 1.336118 -3.631533 -3.051476 -0.105 -0.020 0.084
C 2.435371 -3.841316 -3.842181 0.008 0.000 -0.046
C 3.525280 -3.668982 -3.053818 -0.103 -0.044 -0.046
N 3.094726 -3.380253 -1.786086 -0.136 -0.060 0.217
B 4.168303 -3.182168 -0.646871 0.197 0.015 -0.045
N 3.595204 -2.608848 0.697973 0.149 -0.029 -0.039
C 4.198037 -2.924002 1.887344 -0.043 0.146 0.069
C 3.690103 -2.106735 2.845880 -0.017 -0.018 -0.030
N 2.751262 -1.313985 2.235317 -0.133 0.044 0.073
C 1.948447 -0.295614 2.910155 0.000 0.031 -0.018
C 2.712150 -1.640239 0.930616 0.553 0.228 0.242
S 1.596583 -1.005898 -0.244468 -0.389 -1.131 0.255
C 1.763568 -3.352206 -1.799981 0.211 -0.539 -0.621
S 0.709585 -2.958832 -0.481015 0.196 1.140 -0.150
H -0.178385 -4.467933 -4.215941 0.023 -0.020 0.000
H -0.278222 -2.704895 -4.023058 0.023 0.012 -0.004
H -0.720950 -3.776484 -2.682063 0.015 -0.015 0.014
H 2.352953 -4.099078 -4.883773 -0.028 0.028 0.025
H 4.572178 -3.739665 -3.292522 -0.021 0.017 0.047
H 4.652225 -4.249654 -0.385375 -0.049 -0.001 -0.034
H 4.974453 -2.402075 -1.081381 -0.037 0.000 0.031
H 4.952976 -3.686978 1.955040 -0.024 0.005 -0.046
H 3.911301 -2.025999 3.895641 -0.022 0.019 -0.021
H 1.817893 -0.591873 3.946983 -0.001 -0.022 0.002
H 0.978008 -0.209473 2.423244 0.038 -0.023 -0.027
H 2.442999 0.671638 2.860762 0.034 0.005 -0.023
N -6.001275 -3.743572 1.513600 0.041 -0.059 0.036
C -5.166929 -3.671454 0.452235 -0.005 -0.006 0.036
O -5.257532 -4.367017 -0.535722 -0.018 0.031 -0.017
C -4.062325 -2.646635 0.547740 -0.010 0.010 -0.020
C -3.688847 -1.992756 -0.618501 -0.004 -0.011 0.007
C -2.656453 -1.080494 -0.572876 0.015 -0.084 0.004
N -1.981880 -0.812967 0.556363 0.216 -0.039 -0.025
C -2.338750 -1.445371 1.676919 0.068 -0.023 0.010
C -3.371643 -2.365066 1.716567 -0.018 -0.032 0.003
H -6.770121 -4.392159 1.472194 0.010 -0.014 -0.014
H -5.960285 -3.095816 2.278823 -0.018 0.048 -0.029
H -4.206367 -2.204309 -1.543904 0.022 0.000 0.002
H -2.341295 -0.546335 -1.459529 -0.020 0.044 0.039
H -1.770932 -1.208559 2.566968 -0.013 0.025 -0.007
H -3.600229 -2.870579 2.645583 -0.006 0.031 -0.001

***

[3]
80
Properties=species:S:1:pos:R:3:forces:R:3 method="wB97M-V/def2-TZVPD" homo_energy_ha=-0.2852 orbital_gap_ev=8.1 energy_ev=-50695.7926 spin_multiplicity=1 total_charge=0
C -1.660030 3.389296 8.009066 0.384 -0.420 0.022
O -0.719214 2.435476 7.495018 -0.017 0.042 -0.466
C -0.535706 2.310899 6.139588 -0.164 0.261 -1.087
C 0.429970 1.376473 5.681752 -0.471 0.449 1.048
C 0.673271 1.217661 4.324924 -0.069 -0.233 -0.050
C -0.042535 1.922903 3.350477 -0.153 0.093 -0.625
C 0.356702 1.836785 1.835835 1.334 1.519 0.358
C -0.332909 0.991129 0.807941 -0.223 -3.085 0.231
C -1.793659 1.311912 0.711533 -0.918 1.163 0.201
O -2.201205 2.461016 0.761120 0.390 -1.672 -0.250
O -2.696337 0.288662 0.463808 0.596 0.285 0.349
C -2.430356 -1.016070 1.032055 0.576 0.418 -0.269
C -2.638728 -1.006271 2.538925 -0.297 -0.169 -0.111
C -3.324181 -2.009884 0.307845 0.050 0.197 0.018
O -1.069300 -1.394476 0.746660 0.494 0.622 0.153
C -0.054410 -0.494560 1.002182 2.138 -0.788 0.900
O 1.082232 -0.929051 1.271267 -3.150 0.977 -0.755
C -0.977928 2.863103 3.804571 -0.083 -0.143 0.073
C -1.237090 3.072625 5.164136 0.377 -0.480 0.907
H -1.599376 3.249191 9.096017 -0.129 0.159 -0.355
H -1.380576 4.419266 7.755410 -0.006 -0.185 -0.036
H -2.681828 3.182816 7.667634 0.183 -0.002 -0.010
H 0.980818 0.809331 6.453763 -0.276 0.325 -0.634
H 1.451297 0.521632 4.017882 -0.139 0.053 -0.017
H 0.276976 2.878400 1.446379 0.352 -0.577 0.269
H 1.418977 1.518466 1.813429 -0.476 0.404 -0.034
H -1.989905 -0.281388 3.044462 -0.087 -0.091 -0.117
H -3.690809 -0.773436 2.747319 0.287 0.046 0.026
H -2.427030 -2.015410 2.915077 0.023 0.282 -0.018
H -3.133563 -1.963310 -0.769467 -0.021 -0.012 0.200
H -3.116864 -3.023569 0.663754 0.035 0.175 -0.057
H -4.377675 -1.768872 0.496054 0.274 -0.010 -0.036
H -1.527204 3.460640 3.083090 0.081 -0.076 -0.004
H -1.967170 3.824642 5.499533 0.387 -0.412 -0.381
C -1.256655 -5.394839 0.728365 -0.420 -0.247 0.157
C -1.992487 -5.633431 -0.439871 0.574 0.423 -0.323
C -1.597995 -5.011060 -1.634424 -0.418 -0.286 0.308
C -0.494823 -4.165636 -1.659736 0.329 0.136 0.153
C -0.072796 -3.532240 -2.974875 -0.099 0.504 0.088
N 0.690151 -2.287119 -2.806615 0.283 -0.537 -0.811
C 2.024764 -2.220576 -3.416600 -0.195 -0.155 0.309
C 2.186771 -1.100935 -4.428283 0.595 0.203 0.036
C 3.383437 -0.361032 -4.454398 -0.710 -0.297 0.144
C 3.500733 0.731128 -5.305449 0.059 0.134 -0.277
C 2.451575 1.073999 -6.165540 -0.434 -0.733 0.287
C 1.281951 0.283691 -6.192282 0.924 0.242 0.223
C 1.172191 -0.806253 -5.333261 -0.350 -0.010 0.035
C 0.141354 -1.220669 -2.158691 0.223 0.545 0.736
C 0.838236 -0.128324 -1.708303 -0.525 -1.636 -0.216
C 0.217748 1.003858 -1.046998 -2.215 1.154 1.122
C 0.921579 2.300278 -1.246975 -0.419 0.918 -0.536
C 0.213815 3.497254 -1.514246 1.030 0.301 0.400
C 0.908608 4.729076 -1.598764 -0.723 -0.928 0.003
C 2.290878 4.764739 -1.459722 0.294 0.179 -0.031
C 3.003152 3.576524 -1.303766 -0.386 -0.437 -0.075
C 2.312410 2.352886 -1.242615 0.920 0.248 0.463
C 0.221037 -3.922788 -0.486269 -0.114 -0.291 0.225
C -0.170965 -4.529756 0.714632 0.234 0.139 -0.613
H -1.548316 -5.891454 1.662024 0.097 0.242 -0.390
H -2.854823 -6.290695 -0.433381 0.089 0.031 0.049
H -2.157144 -5.177649 -2.563695 0.143 0.009 0.406
H 0.556005 -4.233972 -3.544074 -0.256 0.257 0.180
H -0.972085 -3.329627 -3.577066 0.100 -0.142 0.040
H 2.786799 -2.123189 -2.627055 -0.041 0.019 -0.192
H 2.194305 -3.187419 -3.914890 -0.004 0.304 0.234
H 4.193123 -0.653195 -3.777251 -0.250 0.256 -0.210
H 4.423782 1.318269 -5.300006 -0.360 -0.161 -0.037
H 2.538124 1.929695 -6.820312 0.018 0.029 0.006
H 0.476273 0.521463 -6.875252 0.039 0.019 0.013
H 0.263044 -1.427701 -5.340294 0.423 0.389 0.043
H -0.936183 -1.326919 -1.956598 0.500 0.115 -0.079
H 1.905288 -0.129950 -1.891214 -0.100 0.174 0.136
H -0.888538 1.060392 -1.147140 1.132 0.072 -1.576
H -0.862636 3.470137 -1.632468 0.020 0.019 0.126
H 0.337188 5.643217 -1.768849 0.216 -0.245 0.038
H 2.823704 5.724187 -1.493750 -0.260 -0.453 0.000
H 4.094258 3.586015 -1.225745 -0.415 0.001 -0.069
H 2.902461 1.429047 -1.138013 -0.359 0.547 0.082
H 1.088384 -3.261085 -0.494205 -0.321 -0.091 0.027
H 0.397662 -4.314368 1.614878 -0.150 -0.076 -0.082

***

[4]
13
Properties=species:S:1:pos:R:3:forces:R:3 method="wB97M-V/def2-TZVPD" homo_energy_ha=-0.2824 orbital_gap_ev=8.2 relative_energy_ev=0.2555 energy_ev=-16018.5399 spin_multiplicity=1 total_charge=0
S 1.449356 1.245806 0.855619 0.199 -0.017 -0.098
H 2.513079 0.418045 0.826208 -0.199 0.096 0.108
C 0.082765 -1.210932 -1.950692 -0.208 -0.176 0.232
N -1.721029 -0.015597 0.948220 -0.364 0.062 0.325
C -1.384737 -0.686217 -0.154654 0.415 0.364 -0.522
N -0.259973 -0.493608 -0.737800 0.023 -0.200 -0.255
H 0.303431 -0.512726 -2.753468 0.103 0.003 -0.035
H -0.737061 -1.866883 -2.257479 -0.038 0.088 -0.069
H 0.942055 -1.852257 -1.758358 0.149 0.139 -0.095
H -1.046039 0.613851 1.359527 0.333 -0.088 0.040
H -2.477319 -0.305045 1.538512 -0.163 -0.098 -0.197
H -2.100959 -1.338001 -0.649241 -0.233 -0.182 0.453
H 0.549387 0.260204 -0.166420 -0.017 0.009 0.114